Molecular formula: C34H51N5O6P2PbS2
Method: DFT, ωB97M-V with the def2-TZVPD basis set

Geometry as XYZ:
```
101
C34H51N5O6P2PbS2 | OMol25 | ωB97M-V with the def2-TZVPD basis set
Pb 0.724 -0.970 -0.905
C 1.456 -2.590 3.319
C 0.552 -1.617 4.030
C 1.178 -0.998 5.254
O 0.221 -0.492 3.128
P -1.011 -0.431 2.170
O -0.848 -1.050 0.813
C -1.277 1.344 2.077
P -0.114 2.189 0.974
O 0.697 1.258 0.142
O -1.105 3.059 0.136
C -0.797 3.826 -1.082
C -1.771 4.978 -1.112
C 0.649 4.279 -1.140
O 0.851 3.073 1.814
C 0.662 4.232 2.703
C -0.787 4.594 2.961
C 1.421 3.923 3.972
O -2.169 -1.054 2.997
C -3.513 -1.524 2.611
C -4.448 -0.342 2.493
C -3.487 -2.398 1.375
H 1.625 -3.460 3.956
H 2.418 -2.121 3.105
H 1.006 -2.933 2.385
H -0.384 -2.106 4.302
H 2.085 -0.453 4.984
H 1.440 -1.784 5.963
H 0.485 -0.312 5.743
H -1.173 1.728 3.092
H -2.288 1.546 1.720
H -1.004 3.151 -1.915
H -1.545 5.695 -0.320
H -2.794 4.622 -0.983
H -1.703 5.491 -2.073
H 0.861 5.003 -0.350
H 0.829 4.762 -2.101
H 1.341 3.440 -1.049
H 1.148 5.053 2.178
H -1.281 3.860 3.601
H -1.357 4.709 2.039
H -0.807 5.547 3.490
H 0.968 3.073 4.489
H 1.391 4.788 4.635
H 2.462 3.687 3.755
H -3.804 -2.127 3.467
H -4.213 0.263 1.610
H -4.397 0.288 3.381
H -5.472 -0.702 2.388
H -3.288 -1.814 0.475
H -4.462 -2.876 1.271
H -2.718 -3.166 1.449
N 2.284 -0.873 -2.902
C 2.434 0.446 -3.456
C 3.713 0.928 -3.695
C 3.907 2.193 -4.219
C 2.806 2.987 -4.504
C 1.534 2.509 -4.242
C 1.318 1.235 -3.712
C -0.090 0.833 -3.430
C -1.092 1.224 -4.337
C -2.440 1.055 -4.068
C -2.853 0.492 -2.866
C -1.900 0.049 -1.959
C -0.559 0.204 -2.279
H 3.196 -1.230 -2.637
H 1.888 -1.546 -3.559
H 4.569 0.295 -3.480
H 4.910 2.553 -4.409
H 2.937 3.976 -4.925
H 0.680 3.150 -4.426
H -0.785 1.676 -5.273
H -3.172 1.380 -4.796
H -3.907 0.376 -2.642
H -2.198 -0.422 -1.030
S 1.825 -3.230 -0.511
C 3.054 -2.268 0.252
C 4.228 -2.771 0.814
C 5.090 -1.883 1.431
C 4.778 -0.525 1.495
C 3.607 -0.097 0.914
N 2.785 -0.960 0.298
H 4.439 -3.830 0.767
H 6.008 -2.250 1.872
H 5.433 0.181 1.986
H 3.288 0.939 0.925
C -1.825 -7.186 -1.085
C -2.458 -5.830 -0.758
C -1.855 -4.707 -1.540
N -1.296 -3.663 -1.037
N -0.802 -2.797 -1.996
C -1.024 -3.201 -3.215
N -0.631 -2.500 -4.320
S -1.830 -4.718 -3.293
H -2.264 -7.966 -0.466
H -0.750 -7.166 -0.902
H -1.988 -7.462 -2.129
H -2.328 -5.591 0.297
H -3.530 -5.865 -0.964
H -0.576 -1.496 -4.200
H -1.010 -2.790 -5.207
```

- Energy relative to the best compared isomer or geometry (same formula, charge and spin): 0.00 kJ/mol
- Total charge: +2
- Orbital gap: 7.449 eV
- Strongest force on any atom: 0.793 eV/A
- Highest occupied orbital energy: -13.490 eV

These are the Löwdin partial charges, in e, on atoms 1 to 8:
1. Pb 1.33
2. C -0.03
3. C -0.40
4. C -0.03
5. O -0.16
6. P 0.48
7. O -0.37
8. C -0.17